Entry one
22
Properties=species:S:1:pos:R:3 method="wB97M-V/def2-TZVPD" spin_multiplicity=1 homo_ev=-13.1681 charge=+1
N -1.0592 -0.9489 0.2733
C -0.5884 -1.3458 -1.0735
C 0.9242 -1.5549 -1.0612
N 1.3245 -2.1690 -2.3183
H -0.5035 -1.3773 1.0118
H -1.0043 0.2727 0.3966
H -2.0186 -1.1902 0.5119
H -1.0747 -2.2780 -1.3602
H -0.9012 -0.5550 -1.7588
H 1.4479 -0.6011 -0.9336
H 1.1370 -2.1686 -0.1737
H 2.3300 -2.2505 -2.3299
H 0.9137 -3.0929 -2.3675
C -0.9507 1.7734 2.2726
S -0.9967 1.9804 0.4772
C 0.7437 2.4806 0.1855
H -0.7986 2.7415 2.7455
H -0.1504 1.0886 2.5515
H -1.9232 1.3883 2.5766
H 0.7541 3.0585 -0.7365
H 1.0174 3.1457 1.0010
H 1.3767 1.6023 0.1098

=====

Entry two
22
Properties=species:S:1:pos:R:3 method="wB97M-V/def2-TZVPD" spin_multiplicity=1 homo_ev=-11.8431 charge=+1
N -1.6762 -0.1469 0.0462
C -1.7683 -1.3979 -0.7759
C -0.3591 -1.7607 -1.2163
N -0.4341 -2.8799 -2.1364
H -1.1740 -0.3352 0.9219
H -1.2344 0.6609 -0.4162
H -2.5973 0.1448 0.3644
H -2.1719 -2.1629 -0.1353
H -2.5040 -1.1459 -1.5842
H 0.1588 -0.8951 -1.7516
H 0.2072 -2.0411 -0.3352
H 0.4840 -2.9709 -2.6618
H -0.4647 -3.7469 -1.5456
C 0.7016 1.3982 0.8491
C 1.8904 2.0709 1.5134
S 1.7751 3.8965 1.5205
H 0.6864 1.7395 -0.1844
H -0.2429 1.6506 1.3471
H 0.8636 0.2741 0.8264
H 1.9621 1.6930 2.5987
H 2.8229 1.8129 0.9065
H 3.0746 4.1423 1.8487

=====

Energies in kcal/mol, measured from the most stable structure: entry one 0.0; entry two 14.8.

=====

Entry one
61
Properties=species:S:1:pos:R:3 method="wB97M-V/def2-TZVPD" spin_multiplicity=1 homo_ev=-9.1626
C 2.8311 -1.5597 2.3050
C 2.0637 -1.8314 0.9755
C 2.3468 -0.7537 -0.0263
C 3.4749 -0.6452 -0.7938
C 1.2757 0.3454 -0.0948
C 1.3113 1.1702 1.1239
C 0.2356 1.9154 1.5134
H 2.6168 -2.3993 2.9394
H 3.8226 -1.2304 2.2388
H 2.3672 -0.6596 2.7612
H 0.9567 -2.0366 1.1756
H 2.4550 -2.7750 0.5481
H 3.7500 0.2233 -1.5878
H 4.1906 -1.4054 -0.8332
H 0.1849 -0.1760 -0.0462
H 1.4996 0.8868 -1.0029
H 2.2090 1.3103 1.6508
H 0.3370 2.6690 2.2357
H -0.8199 1.8309 1.1819
H -1.7416 -0.7169 -0.1196
H -1.3441 -0.4616 -1.6781
O -1.5699 0.0310 -0.8278
H -4.6854 -0.7809 0.8370
H -4.2005 -1.5499 1.9259
O -4.6832 -1.6206 1.0499
H -3.4882 -2.5489 0.2292
H -3.1889 -3.2602 -1.2083
O -2.8241 -2.8760 -0.3611
H -2.8033 1.3002 -1.3213
H -2.7617 1.9684 -2.6944
O -3.2366 1.9314 -1.8656
H -1.0522 -4.8701 -0.2851
H -1.9795 -4.0461 0.3234
O -1.3801 -4.7570 0.5044
H 0.9904 3.2030 -1.4673
H 2.0666 4.1890 -0.7809
O 1.9517 3.2699 -1.0542
H -4.2729 1.0667 2.4953
H -3.0424 0.2601 2.6290
O -3.9817 0.1937 2.4390
H -0.6758 1.8292 -0.7288
H -1.1907 3.3401 -1.0046
O -0.7161 2.5333 -1.3901
H -0.9125 -4.1126 2.4913
H 0.5417 -4.2914 2.6964
O -0.1859 -3.7340 2.9024
H 0.4799 2.7449 -3.7953
H -0.7875 3.2740 -3.2172
O -0.3271 3.2595 -4.0475
H 2.3543 2.4655 -2.5768
H 3.2599 2.2208 -3.5977
O 2.4473 1.7811 -3.2220
H -0.8388 -1.1466 3.5161
H -0.6368 0.2368 3.1720
O -1.3230 -0.2577 3.5481
H 3.7701 1.8420 0.2088
H 3.7870 3.3391 0.1330
O 4.0537 2.6433 0.7068
H -1.2019 -0.4592 -4.2168
H -0.6220 -1.5444 -3.2523
O -1.1569 -0.7679 -3.3595

=====

Entry two
61
Properties=species:S:1:pos:R:3 method="wB97M-V/def2-TZVPD" spin_multiplicity=1 homo_ev=-8.6258
C -1.6365 -2.8085 -2.6924
C -1.5630 -1.2804 -2.6899
C -1.2780 -0.8846 -1.1531
C -0.1761 -1.3376 -0.5981
C -2.1776 0.0606 -0.5402
C -3.1078 -0.7568 0.2939
C -4.2853 -1.2346 -0.1428
H -2.2720 -3.2342 -1.8417
H -1.9783 -3.2202 -3.6849
H -0.6859 -3.2771 -2.5767
H -2.4741 -0.7147 -2.7766
H -0.7132 -0.9310 -3.2215
H 0.1637 -0.7877 0.2010
H 0.6828 -1.8009 -0.8889
H -2.8762 0.7046 -1.1018
H -1.5567 0.8397 0.0658
H -2.6046 -1.2176 1.1658
H -4.8995 -1.9476 0.4920
H -4.9735 -0.9728 -1.0032
H 2.6294 0.4708 -0.8187
H 3.0200 -0.8238 -0.0274
O 2.4169 -0.1144 -0.0545
H 2.8871 2.8924 -1.2204
H 4.3079 2.2655 -1.2715
O 3.3873 2.0383 -1.4981
H 0.8603 0.8400 -4.1128
H 1.8023 0.1465 -4.8893
O 1.5013 0.1168 -3.9193
H 4.5653 -2.2281 0.4844
H 4.9986 -1.2748 1.4498
O 5.1144 -1.4625 0.5263
H -0.4140 2.3365 -3.5690
H 0.5417 3.5584 -3.7108
O -0.1405 3.0351 -4.1551
H 0.2063 -0.7335 3.4020
H -0.1181 -0.2829 1.8687
O -0.0546 -1.0736 2.5021
H 1.0589 1.0042 -0.2381
H 0.7694 2.3754 0.5624
O 0.4758 1.8656 -0.2091
H 1.1656 2.5981 2.5280
H 0.8337 2.9689 4.0146
O 1.5964 2.9029 3.3787
H -2.5439 3.3560 0.1864
H -3.9575 3.4744 0.7090
O -3.1735 3.9066 0.4422
H 2.1708 -0.1094 1.8688
H 2.1763 0.8582 3.0028
O 2.1775 -0.1119 2.8028
H -0.2534 -3.1781 1.9280
H -1.2991 -4.1786 1.8869
O -0.3213 -4.0526 1.7248
H 0.9079 4.4623 2.4111
H 0.3095 4.7076 1.0316
O 0.5068 3.9843 1.6610
H -2.3395 -0.2477 3.5788
H -3.4114 0.4802 3.0695
O -3.3356 -0.4020 3.4345
H 1.9598 -4.1397 0.1351
H 2.9574 -3.9134 1.3178
O 2.4696 -3.5167 0.4792

=====

Energies in kcal/mol, measured from the most stable structure: entry one 0.0; entry two 36.2.

=====

Entry one
22
Properties=species:S:1:pos:R:3 method="wB97M-V/def2-TZVPD" spin_multiplicity=1 homo_ev=-8.8740
C -2.7071 1.1181 0.2326
C -2.2048 0.0576 -0.4070
C -1.0964 -0.8174 -0.0655
C -1.3221 -2.1047 0.0354
Si 0.8054 0.1325 -0.0139
C 1.3814 0.0239 1.7775
C 0.8578 1.9109 -0.8014
C 2.0286 -0.9225 -0.9335
H -3.7030 1.5932 -0.0007
H -2.2415 1.5929 0.9974
H -2.7431 -0.3390 -1.3021
H -0.4753 -2.7230 0.3084
H -2.3960 -2.5682 0.0383
H 0.6639 0.3422 2.5590
H 1.5608 -1.0001 2.0350
H 2.1905 0.6615 1.9383
H 0.6333 1.7733 -1.9346
H 0.0194 2.6020 -0.3141
H 1.7596 2.3155 -0.5571
H 2.9630 -0.8810 -0.5196
H 1.8675 -2.1021 -1.0708
H 2.1582 -0.6656 -2.0013

=====

Entry two
22
Properties=species:S:1:pos:R:3 method="wB97M-V/def2-TZVPD" spin_multiplicity=1 homo_ev="-7.5992 / -7.8115"
C -3.2283 -0.3406 1.1034
C -0.9733 -2.0945 -0.5088
C -2.4961 0.4701 0.4227
C -0.4689 -0.8993 -0.4263
C 2.6561 -0.9124 -0.4297
C 1.0789 1.0343 1.3903
C 0.6111 1.6985 -1.5426
Si 1.0659 0.2237 -0.3908
H -4.3509 -0.2423 1.1238
H -2.9199 -1.2573 1.4830
H -0.7711 -3.0529 -1.0643
H -1.9335 -2.1722 0.0548
H -2.2302 1.3949 -0.0016
H 2.7987 -1.7527 0.1809
H 3.0148 -1.1861 -1.4193
H 3.4215 -0.2165 -0.1455
H 1.8804 0.6852 2.0903
H 1.0503 2.1587 1.3281
H 0.1550 0.6852 1.8972
H 0.8511 2.6154 -1.0356
H 1.1940 1.4820 -2.4783
H -0.4056 1.6791 -1.6317

=====

Entry three
22
Properties=species:S:1:pos:R:3 method="wB97M-V/def2-TZVPD" spin_multiplicity=1 homo_ev=-9.0867
C 0.0543 -1.5069 -2.8214
C 0.7146 -0.9948 -1.7979
C 0.4457 0.3344 -1.1983
C -0.0565 0.1600 0.4160
C 0.8550 -0.7703 1.1963
Si -0.0486 1.9255 1.1610
C -1.4688 -0.3121 0.3462
C -2.0905 -1.1131 1.1960
H 0.2862 -2.4799 -3.2212
H -0.7445 -0.9715 -3.3089
H 1.5181 -1.5562 -1.3388
H 1.3589 0.9324 -1.1764
H -0.3330 0.8728 -1.7301
H 1.8982 -0.4934 1.0598
H 0.7177 -1.8060 0.8905
H 0.6269 -0.7014 2.2589
H 1.3418 2.3719 1.2678
H -0.6709 1.8901 2.4835
H -0.7897 2.8258 0.2782
H -2.0340 0.0846 -0.4880
H -3.1269 -1.3705 1.0558
H -1.6130 -1.5431 2.0586

=====

Energies in kcal/mol, measured from the most stable structure: entry one 5.0; entry two 90.8; entry three 0.0.